Formula: C34H68Br6Cl28
Source: OMol25
Level of theory: wB97M-V/def2-TZVPD

```
136
C34H68Br6Cl28 wB97M-V/def2-TZVPD
Cl -30.3900 -5.2265 2.1944
C -29.6591 -4.4291 3.6393
C -28.2738 -4.9286 3.9383
Cl -27.2031 -4.4454 2.6107
H -30.3334 -4.5997 4.4785
H -29.7364 -3.3520 3.4910
H -28.1614 -6.0070 4.0505
H -28.0111 -4.4016 4.8555
Cl -21.0732 -12.9879 -3.2653
C -21.3613 -12.0037 -1.8235
C -20.6460 -10.6517 -1.8619
Cl -18.8745 -10.8104 -2.1574
H -20.8632 -12.5221 -1.0042
H -22.4155 -11.9931 -1.5468
H -20.7955 -10.1377 -0.9124
H -21.1653 -10.1108 -2.6531
Cl -26.1910 -2.0551 -1.1050
C -24.5559 -1.5663 -1.5273
C -24.4082 -0.0781 -1.5549
Cl -22.6534 0.3713 -1.5971
H -24.3526 -1.7807 -2.5765
H -23.8248 -2.0061 -0.8489
H -24.8558 0.4059 -0.6869
H -24.9590 0.3460 -2.3944
Cl -21.2846 -4.2278 4.7951
C -20.1385 -4.7188 6.0716
C -20.2403 -6.1778 6.5292
Cl -21.9241 -6.3738 7.0006
H -20.2976 -4.1931 7.0131
H -19.1669 -4.3262 5.7716
H -19.6063 -6.3254 7.4035
H -20.0228 -7.0062 5.8550
Cl -25.5783 -3.3114 5.8587
C -24.9582 -4.4988 7.0059
C -26.0638 -4.7729 7.9905
Cl -27.2418 -5.8828 7.3279
H -24.0466 -4.0263 7.3719
H -24.6773 -5.3662 6.4086
H -26.5563 -3.8825 8.3811
H -25.6126 -5.3617 8.7892
Cl -22.7276 -10.2910 1.2803
C -22.5296 -11.4725 2.5825
C -21.6380 -12.6231 2.1594
Cl -22.4958 -13.9438 1.3677
H -23.5320 -11.7656 2.8945
H -22.0127 -10.9156 3.3640
H -21.1212 -13.0322 3.0276
H -20.8882 -12.3167 1.4299
Cl -21.5858 -7.4683 -0.8307
C -20.7646 -5.8418 -0.6384
C -21.4902 -4.6803 -1.3226
Cl -20.8655 -3.1535 -0.7218
H -19.7919 -5.8427 -1.1301
H -20.6349 -5.6408 0.4250
H -22.5774 -4.7136 -1.2528
H -21.2460 -4.6980 -2.3848
Cl -23.7177 -1.4532 1.8129
C -22.2420 -1.9721 2.6473
C -21.2950 -0.7238 2.6887
Cl -20.7565 -0.3792 1.0075
H -21.7615 -2.8488 2.2131
H -22.5264 -2.3111 3.6434
H -20.4127 -0.8109 3.3227
H -21.7755 0.1662 3.0949
Cl -17.8384 -2.3251 3.7614
C -17.3645 -1.9351 2.0842
C -17.9196 -2.9272 1.0198
Cl -17.6915 -2.1500 -0.5634
H -16.2769 -1.8669 2.0594
H -17.7297 -0.9257 1.8948
H -18.9554 -3.1473 1.2782
H -17.2514 -3.7878 0.9886
Cl -25.7448 -12.8480 1.2170
C -26.0211 -13.5839 2.8195
C -26.9262 -12.6165 3.5760
Cl -26.0447 -11.1517 3.9310
H -25.0813 -13.7963 3.3292
H -26.5245 -14.5414 2.6865
H -27.2412 -12.9804 4.5539
H -27.8306 -12.2761 3.0717
Cl -23.6981 -5.1212 1.6144
C -22.7937 -6.3989 2.4558
C -23.8120 -6.9225 3.4743
Cl -23.2305 -8.3744 4.3076
H -21.9611 -5.9092 2.9607
H -22.5471 -7.1236 1.6798
H -24.7432 -7.1595 2.9598
H -23.9599 -6.1230 4.2003
Cl -28.5433 -4.8710 -2.3225
C -27.7543 -5.2586 -0.7754
C -26.3955 -5.9891 -1.0127
Cl -25.2988 -5.2696 -2.1897
H -28.4166 -5.8192 -0.1158
H -27.6664 -4.3579 -0.1678
H -26.6272 -6.9704 -1.4267
H -25.8602 -6.0278 -0.0639
Cl -18.9311 -9.9024 3.2924
C -19.0697 -8.9406 1.8059
C -18.2287 -7.5978 1.9616
Cl -19.1343 -6.3356 2.8626
H -20.0859 -8.7750 1.4480
H -18.6945 -9.5880 1.0133
H -17.9723 -7.2597 0.9576
H -17.3030 -7.8424 2.4827
Cl -21.1036 -11.7677 8.8506
C -19.9979 -11.8425 7.5014
C -20.7006 -11.5198 6.1726
Cl -22.0052 -12.7200 5.8364
H -19.3745 -12.7241 7.6508
H -19.2417 -11.0812 7.6925
H -19.9243 -11.5161 5.4074
H -21.1742 -10.5383 6.1932
Br -25.0717 -8.1800 9.2064
C -24.9190 -8.8987 7.3318
C -24.6675 -10.4347 7.3528
Br -26.2210 -11.3927 8.2823
H -24.1025 -8.4160 6.7947
H -25.8283 -8.7216 6.7574
H -23.7425 -10.6117 7.9016
H -24.5709 -10.8255 6.3399
Br -23.9741 -9.1225 -2.2972
C -25.3919 -10.1077 -1.3419
C -26.7900 -10.0305 -2.1743
Br -28.3194 -10.4202 -0.9861
H -25.4633 -9.6324 -0.3636
H -25.0817 -11.1509 -1.2824
H -26.8095 -10.6688 -3.0577
H -26.8468 -9.0185 -2.5750
Br -31.6512 -9.7404 3.5385
C -30.1363 -8.5755 2.7990
C -28.9266 -9.4586 2.5953
Br -27.4731 -8.3012 1.8485
H -30.0309 -7.6634 3.3864
H -30.4281 -8.1868 1.8233
H -29.0758 -10.2879 1.9039
H -28.5919 -9.9249 3.5220
```

Computed properties:
F_max (eV/Å): 2.3
Molecular weight (u): 1949.03
HOMO level (eV): -10.05
E (hartree): -29665.78079
E_LUMO (eV): -0.060
Orbital gap (eV): 9.992

Mulliken population analysis, charges in e, atoms 1 to 6:
1. Cl -0.16
2. C -0.80
3. C 0.02
4. Cl -0.03
5. H 0.42
6. H 0.42